1.
Density functional theory data (wB97M-V/def2-TZVPD) for a gas-phase ion, C43H39F5N2O2P (charge +1) at a distorted geometry.

CARTESIAN COORDINATES (ANGSTROEM)
C -4.6059 1.7319 4.2446
N -3.7718 1.3684 3.0974
C -4.2379 1.5401 1.8106
O -5.3073 1.9506 1.4907
C -3.0906 1.0336 0.8887
C -2.6283 2.1000 -0.0870
C -3.7239 2.5501 -1.0025
C -4.2406 3.8438 -0.9462
F -3.7014 4.7304 -0.0689
C -5.3373 4.2397 -1.7090
F -5.8592 5.4699 -1.5696
C -5.9240 3.3163 -2.5838
F -7.0211 3.6659 -3.2827
C -5.3992 2.0335 -2.6968
F -5.9864 1.1359 -3.5194
C -4.3062 1.6679 -1.9202
F -3.8069 0.4031 -2.0267
N -2.0770 0.5931 1.8302
C -0.9023 0.1318 1.3264
C 0.1453 -0.4042 2.1030
C 1.4045 -1.0217 1.5957
C 2.0050 -1.9722 2.5793
C 2.2460 -3.3429 2.2895
C 2.8046 -4.1911 3.2949
C 2.9949 -3.7597 4.5739
C 2.6557 -2.4817 4.9003
C 2.1354 -1.5899 3.9147
C -2.4594 0.7440 3.2410
C -1.5198 1.6794 3.9949
C -2.5982 -0.5922 3.9688
H -5.5236 2.2185 3.8903
H -4.8804 0.8446 4.8309
H -4.0699 2.4241 4.9053
H -3.5105 0.2040 0.3088
H -2.2546 2.9758 0.4635
H -1.8020 1.6937 -0.6710
H -0.8161 0.1450 0.2445
H 0.0423 -0.5353 3.1699
H 1.1249 -0.4943 0.1617
H 1.9409 -3.8031 1.3108
H 3.0707 -5.2172 2.9871
H 3.3984 -4.4212 5.3176
H 2.7796 -2.1007 5.9018
H 1.8159 -0.5975 4.2446
H -1.5092 2.6668 3.5125
H -1.8681 1.7931 5.0323
H -0.5092 1.2637 4.0000
H -3.4728 -1.1381 3.5898
H -1.7005 -1.1968 3.8217
H -2.7353 -0.4102 5.0470
C 4.6085 -1.2685 1.4740
C 3.6495 -0.4956 0.6093
C 2.2552 -1.1220 0.2300
P 2.1480 -0.7404 -1.6615
C 1.6955 1.0109 -1.8811
C 2.6938 1.9801 -1.9865
C 2.4012 3.3458 -2.1793
C 1.0515 3.7451 -2.2762
C 0.0483 2.7890 -2.2181
C 0.3501 1.4294 -2.0511
C 3.5082 -1.0206 -2.7862
C 3.6409 -0.2861 -3.9758
C 4.6371 -0.5903 -4.9166
C 5.5071 -1.6771 -4.6643
C 5.3674 -2.4190 -3.4929
C 4.3803 -2.1044 -2.5552
C 0.7451 -1.6909 -2.2845
C 0.5534 -1.8086 -3.6648
C -0.6305 -2.3917 -4.1911
C -1.6046 -2.8675 -3.2859
C -1.3925 -2.7980 -1.9319
C -0.2181 -2.2454 -1.4068
O 3.9742 0.6028 0.1384
H 4.5642 -2.3284 1.2034
H 5.6270 -0.8871 1.3207
H 4.3436 -1.1501 2.5360
H 2.2913 -2.2297 0.3265
H 3.7395 1.6985 -1.9038
H 3.2018 4.0675 -2.2527
H 0.8106 4.8092 -2.4066
H -1.0061 3.1029 -2.3228
H -0.4504 0.6920 -2.0894
H 2.9699 0.5478 -4.1993
H 4.7376 -0.0077 -5.8306
H 6.2827 -1.9266 -5.4033
H 6.0447 -3.2749 -3.3041
H 4.2652 -2.6956 -1.6520
H 1.3079 -1.4593 -4.3648
H -0.7722 -2.4663 -5.2523
H -2.5312 -3.3059 -3.6927
H -2.1443 -3.1868 -1.2190
H -0.0585 -2.2647 -0.3364

Results
HOMO level   -8.847 eV
Relative energy (zero: lowest compared OMol25 entry of this formula, charge and spin)   444.8 kJ/mol
Charge   +1
F_max   0.068 Eh/bohr
Multiplicity   1
Kohn-Sham gap   5.2693 eV



2.
Density functional theory data (wB97M-V/def2-TZVPD) for a molecular structure, C43H40BaF6GeN5O7S2Si at a distorted geometry.

CARTESIAN COORDINATES (ANGSTROEM)
Ba 1.1989 1.0282 1.1005
C 0.4444 4.2649 -1.9226
C 1.0967 3.1974 -2.7541
C 1.6898 3.5213 -3.9936
C 2.3276 2.5083 -4.7016
C 2.3680 1.2332 -4.1764
C 1.7458 0.9493 -2.9116
N 1.1023 1.9761 -2.2551
N 1.7195 -0.2488 -2.3456
Si 2.6950 -1.6333 -2.7701
C 4.5503 -1.2607 -2.7027
C 2.3103 -3.0016 -1.5545
C 2.3452 -2.3072 -4.5247
H 0.1500 5.1274 -2.5256
H 1.1361 4.6071 -1.1461
H -0.4274 3.8565 -1.4158
H 1.6504 4.5402 -4.3631
H 2.7893 2.7165 -5.6621
H 2.8593 0.4294 -4.7103
H 4.8372 -0.8461 -1.7337
H 4.8431 -0.5350 -3.4668
H 5.1126 -2.1887 -2.8626
H 2.1480 -2.5895 -0.5564
H 3.1224 -3.7325 -1.4815
H 1.3923 -3.5339 -1.8245
H 3.1233 -2.0087 -5.2351
H 1.3949 -1.9265 -4.9085
H 2.2910 -3.4016 -4.5155
F 3.8815 2.9254 5.5829
C 2.6982 2.3443 5.4080
F 1.7671 3.2864 5.3734
F 2.4600 1.5612 6.4586
S 2.6682 1.2937 3.8640
O 1.2324 1.2888 3.5684
O 3.2786 0.0850 4.2783
N 3.5912 2.1910 2.8027
S 3.2374 3.3464 1.6317
O 1.8238 3.4297 1.2929
O 4.1943 3.4871 0.5980
C 3.4792 4.8813 2.6522
F 2.5182 5.0156 3.5577
F 3.4482 5.9428 1.8470
F 4.6512 4.8676 3.2760
C -1.6147 5.4950 1.8328
C -2.6445 5.9169 0.9971
C -3.1983 5.0302 0.0960
C -2.7221 3.7121 0.0082
C -1.6736 3.2938 0.8200
C -1.1403 4.1951 1.7444
C -3.3088 2.7755 -0.9696
C -4.6858 2.8674 -1.3498
C -5.1967 1.9772 -2.2428
C -4.3581 0.9706 -2.7790
C -4.7979 -0.0013 -3.6993
C -3.9321 -0.9577 -4.1605
C -2.5948 -0.9789 -3.7144
C -2.1396 -0.0484 -2.8195
C -3.0142 0.9527 -2.3317
N -2.5235 1.8428 -1.4461
H -1.1779 6.1812 2.5459
H -3.0117 6.9351 1.0478
H -3.9748 5.3779 -0.5701
H -0.3334 3.9047 2.4092
H -5.3148 3.6174 -0.8917
H -6.2397 2.0128 -2.5377
H -5.8316 0.0186 -4.0289
H -4.2742 -1.7094 -4.8618
H -1.9222 -1.7478 -4.0744
H -1.1161 -0.0516 -2.4657
O 3.4047 0.6583 -0.1020
N 3.8050 -0.2002 0.7114
O 4.9927 -0.4881 0.8327
O 2.9121 -0.7807 1.3927
C -3.4210 -0.8269 1.1146
Ge -1.4392 -1.2010 1.2419
C -1.4991 -2.0533 3.1049
C -2.5305 -2.9202 3.4780
C -2.5410 -3.5711 4.7055
C -1.5009 -3.3805 5.6070
C -0.4601 -2.5305 5.2615
C -0.4707 -1.8827 4.0315
C -1.4149 -3.0302 0.3293
C -2.4204 -3.3815 -0.5457
C -2.5021 -4.6573 -1.1401
C -1.5777 -5.6222 -0.8500
C -0.5065 -5.3234 0.0243
C 0.4796 -6.2896 0.3379
C 1.5280 -5.9837 1.1615
C 1.6556 -4.6828 1.6845
C 0.7163 -3.7314 1.3938
C -0.4113 -4.0191 0.5862
H -4.0342 -1.7322 1.1536
H -3.6735 -0.2807 0.1968
H -3.6883 -0.1832 1.9586
H -3.3433 -3.1173 2.7830
H -3.3597 -4.2406 4.9529
H -1.4982 -3.8963 6.5614
H 0.3713 -2.3742 5.9419
H 0.3651 -1.2334 3.7917
H -3.2002 -2.6617 -0.7909
H -3.3179 -4.8717 -1.8234
H -1.6449 -6.6165 -1.2808
H 0.3930 -7.2788 -0.1030
H 2.2726 -6.7355 1.3982
H 2.5069 -4.4236 2.3030
H 0.8481 -2.7260 1.7654

Results
HOMO level (spin up / spin down)   -1.507 / -1.506 eV
Relative energy (zero: lowest compared OMol25 entry of this formula, charge and spin)   212.1 kJ/mol
Charge   -2
F_max   0.090 Eh/bohr
Multiplicity   2
Kohn-Sham gap (spin up / spin down)   5.2527 / 4.4195 eV



3.
Density functional theory data (wB97M-V/def2-TZVPD) for a molecular structure, C43H40BrN2O4PS3TeY at a distorted geometry.

CARTESIAN COORDINATES (ANGSTROEM)
Y -0.2483 -0.3226 1.0962
N 1.7029 0.8415 2.7077
C 2.9874 0.8744 2.0925
C 4.0925 1.3191 2.8007
C 5.3686 1.2711 2.2556
C 5.5492 0.7732 0.9874
C 4.4491 0.3597 0.2165
C 4.6133 -0.1122 -1.1004
C 3.4846 -0.4480 -1.8194
C 2.2404 -0.3275 -1.2247
N 2.0256 0.0689 0.0350
C 3.1324 0.4146 0.7626
H 1.6651 1.5088 3.4774
H 1.5711 -0.0942 3.1028
H 3.9521 1.6930 3.8066
H 6.2157 1.6024 2.8391
H 6.5378 0.6989 0.5571
H 5.6029 -0.1867 -1.5289
H 3.5505 -0.7953 -2.8399
H 1.3696 -0.5458 -1.8216
Br -0.5133 2.9191 1.5389
C -2.1138 2.6336 2.6077
C -2.9253 3.7230 2.7693
C -4.0556 3.6319 3.5920
C -4.2825 2.4849 4.2954
C -3.4297 1.3703 4.1639
C -3.6176 0.2362 4.9758
C -2.7926 -0.8420 4.8389
C -1.8279 -0.8612 3.8211
C -1.5671 0.2085 2.9733
C -2.3447 1.3833 3.2272
H -2.6898 4.6522 2.2746
H -4.7162 4.4822 3.6837
H -5.1171 2.4142 4.9807
H -4.4150 0.2475 5.7067
H -2.9006 -1.7008 5.4867
H -1.2633 -1.7819 3.7166
C 2.7995 -4.0060 4.4868
C 2.4327 -4.7816 3.2304
O 2.3019 -3.9504 2.1096
P 0.8647 -3.1773 1.8751
O 0.9716 -1.8266 2.5362
Te -0.9820 -4.5132 2.3107
O 1.0659 -2.8073 0.2824
C 0.9646 -3.8473 -0.6700
C 2.3265 -4.4179 -1.0254
H 2.9395 -4.6922 5.3206
H 1.9986 -3.3082 4.7248
H 3.7144 -3.4403 4.3223
H 1.4773 -5.3081 3.3974
H 3.2085 -5.5181 2.9885
H 0.4931 -3.4204 -1.5626
H 0.3062 -4.6368 -0.2710
H 2.9687 -3.6180 -1.3879
H 2.2243 -5.1765 -1.7978
H 2.7827 -4.8586 -0.1430
C -2.0904 -1.4740 0.0100
C -2.4083 -0.8417 -1.2595
C -1.1710 -0.5500 -2.0779
C -1.8193 0.9324 -3.8026
C -3.3154 0.9517 -3.7033
C -4.0527 0.3378 -2.7655
C -3.6439 -0.3975 -1.6050
H -1.6064 -2.4466 -0.1539
H -2.9978 -1.6376 0.6033
H -0.3981 -1.2786 -1.7985
H -1.5198 1.3320 -4.7747
H -3.8268 1.4586 -4.5107
H -5.1290 0.4309 -2.8646
H -4.4462 -0.6144 -0.9097
O -0.7176 0.7541 -1.6622
C -1.1014 1.7170 -2.6644
C 0.1550 2.4122 -3.1132
C 1.2509 2.6690 -2.3501
C 2.2671 3.3546 -3.0525
C 1.9219 3.6233 -4.3353
S 0.3478 3.0379 -4.7146
C -1.2344 -0.4781 -3.6096
C 0.1134 -0.6417 -4.2337
C 0.2614 -1.7705 -4.9946
C -0.8657 -2.5492 -5.1133
S -2.2391 -1.8622 -4.2691
C -2.0199 2.7656 -2.1031
C -2.2853 3.9946 -2.6312
C -3.2444 4.7119 -1.8874
C -3.6791 4.0186 -0.8040
S -2.9424 2.4720 -0.6783
H 1.3223 2.3710 -1.3193
H 3.2102 3.6276 -2.6120
H 2.4881 4.1183 -5.0989
H 0.8797 0.0929 -4.0707
H 1.1928 -2.0318 -5.4744
H -0.9867 -3.4789 -5.6256
H -1.8235 4.3726 -3.5261
H -3.5922 5.6954 -2.1551
H -4.4031 4.3109 -0.0709

Results
HOMO level (spin up / spin down)   -2.273 / -1.327 eV
Relative energy (zero: lowest compared OMol25 entry of this formula, charge and spin)   515.8 kJ/mol
Charge   -1
F_max   0.040 Eh/bohr
Multiplicity   1
Kohn-Sham gap (spin up / spin down)   4.0777 / 2.4765 eV



> What is the multiplicity in the first record?

1